[1]
This record from the OMol25 dataset describes C4H7NO in the gas phase. The level of theory is ωB97M-V/def2-TZVPD.

Output
**Energy**: -286.4770 hartree
**HOMO (spin up / spin down)**: -0.2781 / -0.2769 Ha

CARTESIAN COORDINATES (ANGSTROEM)
O 0.512 -2.476 1.687
N -0.015 0.409 -0.383
C 0.158 -1.389 1.308
C 0.100 -1.030 -0.181
C -1.009 0.929 -1.126
C 0.872 1.272 0.148
H 1.026 2.150 -0.457
H 0.936 -1.496 -0.729
H 1.104 1.292 1.211
H -1.272 0.513 -2.095
H -1.392 1.899 -0.830
H -0.199 -0.627 2.039
H -0.823 -1.446 -0.590


[2]
This record from the OMol25 dataset describes a 3-piece molecular cluster, C4H7NO overall at a distorted geometry. The level of theory is ωB97M-V/def2-TZVPD.

Output
**Energy**: -286.5036 hartree
**HOMO**: -0.3793 Ha
**SMILES**: C=CC#N.[H][H].C=O

CARTESIAN COORDINATES (ANGSTROEM)
O 0.199 0.581 -1.862
N 2.195 0.183 1.548
C -0.990 -1.125 0.629
C 1.290 -0.506 1.325
C 0.990 1.182 -1.177
C 0.205 -1.430 1.133
H 2.078 1.023 -1.271
H -1.793 1.321 -1.341
H -1.756 -1.893 0.592
H 0.670 1.917 -0.412
H -2.378 1.268 -0.882
H -1.252 -0.148 0.239
H 0.423 -2.438 1.467


[3]
This record from the OMol25 dataset describes C4H7NO2 in the gas phase at a distorted geometry. The level of theory is ωB97M-V/def2-TZVPD.

Output
**Energy**: -361.5833 hartree
**HOMO**: -0.3722 Ha

CARTESIAN COORDINATES (ANGSTROEM)
O 1.806 -1.266 0.441
O -1.339 0.414 -1.815
N 1.138 0.122 -1.384
C -0.072 0.360 2.122
C -0.312 -0.203 0.708
C 0.950 -0.479 -0.209
C -0.108 0.107 -2.331
H -1.060 -1.054 0.828
H 1.067 0.487 2.254
H -0.590 -0.299 2.861
H -0.522 1.363 2.261
H 0.188 0.881 -3.060
H -0.896 0.528 0.036
H -0.249 -0.960 -2.713


[4]
This record from the OMol25 dataset describes a 2-piece molecular cluster, C4H7NO2 overall. The level of theory is ωB97M-V/def2-TZVPD.

Output
**Energy**: -361.6714 hartree
**HOMO**: -0.3285 Ha

CARTESIAN COORDINATES (ANGSTROEM)
O 1.789 1.252 0.563
O -1.117 0.259 1.965
N -1.113 -1.636 -0.159
C 0.902 1.428 -0.381
C -0.949 -0.206 -0.368
C -1.212 0.680 0.832
C 0.221 -1.162 -0.448
H 1.316 1.082 -1.366
H 2.626 0.826 0.305
H 0.965 -1.199 0.352
H -1.185 -1.755 0.852
H 0.612 -1.442 -1.430
H -1.550 1.707 0.609
H -1.346 0.193 -1.303


[5]
This record from the OMol25 dataset describes C4H7NO2 as an isolated structure. The level of theory is ωB97M-V/def2-TZVPD.

Output
**Energy**: -361.6888 hartree
**HOMO**: -0.3277 Ha

CARTESIAN COORDINATES (ANGSTROEM)
O 3.178 0.662 -0.023
O -0.149 -0.873 0.821
N -0.383 1.411 -0.348
C -2.364 -0.244 -0.210
C 2.058 0.616 -0.451
C -1.091 0.486 -0.110
C 1.113 -0.793 0.781
H -2.311 -0.914 -1.074
H 0.801 1.030 -0.026
H -2.491 -0.849 0.687
H 1.645 -1.525 0.153
H 1.847 0.744 -1.544
H 1.684 -0.405 1.635
H -3.196 0.450 -0.340


[6]
This record from the OMol25 dataset describes C4H7NO2 in the gas phase at a distorted geometry. The level of theory is ωB97M-V/def2-TZVPD.

Output
**Energy**: -361.8088 hartree
**HOMO**: -0.3507 Ha
**SMILES**: [H]/N=C(\C)OCC=O

CARTESIAN COORDINATES (ANGSTROEM)
O -0.431 0.516 -0.794
O -2.450 -1.630 1.246
N 0.542 -0.270 0.999
C 0.726 0.276 -0.110
C -1.567 0.248 0.038
C 1.989 0.734 -0.798
C -1.739 -1.231 0.355
H 1.841 1.578 -1.481
H 2.455 -0.082 -1.359
H -1.458 0.769 0.994
H 1.067 -0.625 1.741
H -2.438 0.626 -0.497
H 2.676 1.019 -0.001
H -1.213 -1.929 -0.331


[7]
This record from the OMol25 dataset describes a 2-piece molecular cluster, C4H7NO2 overall at a distorted geometry. The level of theory is ωB97M-V/def2-TZVPD.

Output
**Energy**: -361.7075 hartree
**HOMO**: -0.3507 Ha

CARTESIAN COORDINATES (ANGSTROEM)
O -1.247 -0.821 1.862
O -0.155 1.766 1.548
N 0.925 -0.377 -0.941
C 0.055 0.916 0.717
C -0.193 -0.567 0.987
C -0.246 -1.030 -0.511
C 0.581 1.006 -0.768
H 0.746 -0.973 1.440
H 1.369 1.730 -0.911
H -0.261 1.224 -1.710
H -0.252 -2.124 -0.634
H -1.142 -0.096 -1.610
H -1.330 -0.032 2.421
H 1.150 -0.623 -1.891


[8]
This record from the OMol25 dataset describes C4H7NO2 in the gas phase at a distorted geometry. The level of theory is ωB97M-V/def2-TZVPD.

Output
**Energy**: -361.8047 hartree
**HOMO**: -0.3404 Ha
**SMILES**: C[C@@H](C=O)C(N)=O

CARTESIAN COORDINATES (ANGSTROEM)
O -1.681 0.955 -0.947
O 1.702 -0.482 1.252
N 1.815 0.429 -0.841
C -1.076 -1.111 1.017
C -0.281 -0.357 -0.031
C -0.759 1.152 -0.200
C 1.169 -0.184 0.206
H 2.788 0.650 -0.723
H 1.345 0.756 -1.675
H -0.682 -2.128 1.105
H -0.213 2.149 -0.315
H -0.974 -0.604 1.975
H -0.402 -0.887 -1.007
H -2.140 -1.176 0.750


[9]
This record from the OMol25 dataset describes C4H7NO2 as an isolated structure at a distorted geometry. The level of theory is ωB97M-V/def2-TZVPD.

Output
**Energy**: -361.6107 hartree
**HOMO (spin up / spin down)**: -0.3188 / -0.3039 Ha

CARTESIAN COORDINATES (ANGSTROEM)
O -1.375 1.695 -1.511
O -1.371 -1.011 1.294
N -0.267 1.741 -0.701
C -0.656 -0.897 0.116
C 1.309 0.151 0.434
C 0.792 -1.249 0.201
C 0.104 0.522 -0.402
H 1.246 0.500 1.479
H -1.306 -1.269 -0.672
H -1.519 2.625 -1.732
H 2.281 0.429 0.020
H 1.157 -2.138 0.722
H 0.365 -0.243 -1.277
H -0.761 -0.858 2.029


[10]
This record from the OMol25 dataset describes C4H7NO2 in the gas phase. The level of theory is ωB97M-V/def2-TZVPD.

Output
**Energy**: -361.8279 hartree
**HOMO**: -0.3695 Ha
**SMILES**: NC(=O)C[C@H]1CO1

CARTESIAN COORDINATES (ANGSTROEM)
O 0.448 -1.770 -0.012
O 0.856 2.027 -0.853
N -1.740 -1.592 0.529
C -0.385 0.424 0.593
C 0.935 1.020 0.151
C -0.493 -1.076 0.326
C 1.459 0.785 -1.187
H -1.886 -2.568 0.324
H -0.548 0.587 1.665
H -2.545 -1.007 0.677
H 0.903 0.149 -1.872
H 1.651 1.242 0.942
H 2.534 0.823 -1.354
H -1.188 0.957 0.070


[11]
This record from the OMol25 dataset describes C4H7NO2 in the gas phase at a distorted geometry. The level of theory is ωB97M-V/def2-TZVPD.

Output
**Energy**: -361.6979 hartree
**HOMO (spin up / spin down)**: -0.2856 / -0.2856 Ha

CARTESIAN COORDINATES (ANGSTROEM)
O 1.089 0.397 0.963
O -1.894 -0.504 0.859
N 0.987 -0.730 -1.241
C -0.250 -0.930 -0.886
C -0.087 1.114 0.553
C -1.039 0.105 -0.104
C 1.883 0.072 -0.897
H -1.717 0.633 -0.791
H -0.531 1.556 1.449
H -1.473 -1.334 1.113
H -0.818 -1.666 -1.431
H 2.906 -0.128 -0.601
H 0.236 1.900 -0.134
H 0.709 -0.484 1.149


[12]
This record from the OMol25 dataset describes C4H7NO2 in the gas phase. The level of theory is ωB97M-V/def2-TZVPD.

Output
**Energy**: -361.8491 hartree
**HOMO**: -0.3681 Ha
**SMILES**: CC(=O)NCC=O

CARTESIAN COORDINATES (ANGSTROEM)
O -0.602 -1.778 0.232
O 3.286 1.213 -0.009
N 0.049 0.363 0.138
C 1.366 -0.065 0.560
C 2.334 0.569 -0.373
C -0.903 -0.609 0.051
C -2.328 -0.170 -0.239
H 2.030 0.434 -1.436
H -2.462 0.892 -0.471
H -2.688 -0.773 -1.072
H 1.469 -1.164 0.451
H -0.247 1.315 -0.061
H -2.943 -0.410 0.633
H 1.663 0.171 1.592


[13]
This record from the OMol25 dataset describes a 2-piece molecular cluster, C4H7NO2 overall at a distorted geometry. The level of theory is ωB97M-V/def2-TZVPD.

Output
**Energy**: -361.6619 hartree
**HOMO (spin up / spin down)**: -0.2961 / -0.2836 Ha

CARTESIAN COORDINATES (ANGSTROEM)
O 2.611 1.385 -0.335
O -1.971 -0.239 -1.224
N 0.715 0.096 -0.182
C 0.001 -1.088 -0.126
C -1.263 -0.208 -0.007
C 2.105 0.300 -0.386
C -0.269 0.944 0.120
H -2.556 0.528 -1.228
H -0.193 1.954 0.496
H -0.086 -0.124 2.220
H 0.037 -0.819 1.918
H 2.628 -0.644 -0.606
H -1.912 -0.381 0.860
H 0.163 -1.860 -0.874


[14]
This record from the OMol25 dataset describes C4H7NO2 as an isolated structure at a distorted geometry. The level of theory is ωB97M-V/def2-TZVPD.

Output
**Energy**: -361.7898 hartree
**HOMO**: -0.3516 Ha

CARTESIAN COORDINATES (ANGSTROEM)
O 2.323 -0.188 -0.142
O -0.483 0.644 2.048
N -0.024 -0.631 0.151
C -0.288 -0.609 1.602
C 1.175 -0.272 -0.560
C 0.372 0.299 -1.724
C -0.804 0.200 -0.786
H -1.209 1.235 -0.481
H 0.772 1.347 -2.009
H -1.720 -0.264 -1.295
H 0.460 1.022 2.366
H -1.294 -1.158 1.559
H 0.404 -0.237 -2.726
H 0.316 -1.390 1.998


[15]
This record from the OMol25 dataset describes C4H7NO2 in the gas phase. The level of theory is ωB97M-V/def2-TZVPD.

Output
**Energy**: -361.8277 hartree
**HOMO**: -0.3634 Ha
**SMILES**: [H]/N=C(\C)OCC=O

CARTESIAN COORDINATES (ANGSTROEM)
O 0.446 0.058 0.871
O -2.322 -2.057 0.436
N 0.648 -0.641 -1.295
C 0.845 1.776 -0.649
C -0.202 -1.167 1.169
C 0.670 0.299 -0.446
C -1.630 -1.098 0.656
H 0.308 -2.034 0.742
H 0.835 -0.287 -2.230
H 1.574 2.173 0.063
H -2.003 -0.055 0.530
H 1.156 2.006 -1.670
H -0.210 -1.236 2.262
H -0.115 2.261 -0.438


[16]
This record from the OMol25 dataset describes a 3-piece molecular cluster, C4H7NO2 overall at a distorted geometry. The level of theory is ωB97M-V/def2-TZVPD.

Output
**Energy**: -361.6411 hartree
**HOMO (spin up / spin down)**: -0.3017 / -0.2943 Ha

CARTESIAN COORDINATES (ANGSTROEM)
O -0.705 0.175 -0.436
O 0.100 1.854 2.643
N 1.636 1.059 1.145
C -0.551 -1.009 0.286
C -0.232 -2.191 0.060
C 0.521 1.055 1.875
C -1.094 0.106 -1.812
H 2.286 1.831 1.228
H -1.299 1.125 -2.138
H -1.971 -0.520 -1.994
H -0.052 -3.083 -0.491
H 1.792 0.279 0.526
H -0.140 -0.426 1.569
H -0.292 -0.255 -2.460


[17]
This record from the OMol25 dataset describes C4H7NO2 as an isolated structure at a distorted geometry. The level of theory is ωB97M-V/def2-TZVPD.

Output
**Energy**: -361.7598 hartree
**HOMO**: -0.3406 Ha

CARTESIAN COORDINATES (ANGSTROEM)
O -2.088 -0.203 -0.401
O -2.013 1.049 1.973
N -0.203 1.211 0.608
C -1.045 1.622 1.555
C 0.096 -0.820 -1.047
C -0.853 -0.440 -0.029
C 1.427 -1.092 -0.867
H 2.047 -1.056 0.022
H -0.860 2.738 2.088
H 0.581 1.797 0.234
H -0.832 -0.859 0.888
H 1.955 -1.708 -1.707
H -0.346 -0.858 -2.126
H -2.636 0.005 0.370


[18]
This record from the OMol25 dataset describes C4H7NO2 in the gas phase at a distorted geometry. The level of theory is ωB97M-V/def2-TZVPD.

Output
**Energy**: -361.8137 hartree
**HOMO**: -0.3677 Ha
**SMILES**: C[C@@H](C=O)NC=O

CARTESIAN COORDINATES (ANGSTROEM)
O 1.467 1.905 0.895
O -1.943 -1.326 -0.934
N -0.878 0.638 -0.259
C 1.138 -0.848 -0.574
C 0.972 0.873 1.350
C 0.170 -0.100 0.384
C -1.938 -0.093 -0.681
H 1.779 -1.553 -0.075
H -2.903 0.508 -0.895
H -0.969 1.605 -0.350
H 1.307 0.517 2.443
H -0.368 -0.833 1.018
H 0.572 -1.406 -1.314
H 1.595 0.114 -1.008


[19]
This record from the OMol25 dataset describes a 3-piece molecular cluster, C4H7NO2 overall at a distorted geometry. The level of theory is ωB97M-V/def2-TZVPD.

Output
**Energy**: -361.7533 hartree
**HOMO**: -0.3318 Ha

CARTESIAN COORDINATES (ANGSTROEM)
O -1.315 2.382 -0.568
O -2.246 -0.552 -0.412
N 2.075 -0.171 0.308
C 1.896 0.917 -0.313
C -1.305 -0.723 0.570
C -0.524 1.589 -0.379
C -0.326 -1.606 0.430
H -1.429 -0.137 1.483
H 0.366 -1.803 1.238
H -0.211 -2.138 -0.509
H 1.876 1.855 0.248
H 2.042 -0.952 -0.349
H 1.742 1.014 -1.395
H -2.640 0.326 -0.353


[20]
This record from the OMol25 dataset describes C4H7NO2 in the gas phase. The level of theory is ωB97M-V/def2-TZVPD.

Output
**Energy**: -361.7570 hartree
**HOMO**: -0.3758 Ha
**SMILES**: OCC1(CO)C=N1

CARTESIAN COORDINATES (ANGSTROEM)
O -0.099 -0.444 2.236
O -1.110 -0.032 -2.127
N -0.671 1.281 0.292
C 0.171 0.059 -0.081
C 0.427 1.461 -0.291
C 0.836 -0.467 1.188
C -0.437 -0.817 -1.170
H -1.110 -1.562 -0.714
H -1.751 0.511 -1.646
H -0.636 0.350 2.056
H 1.106 2.270 -0.524
H 1.263 -1.471 1.106
H 0.339 -1.365 -1.715
H 1.672 0.227 1.389


Summary of energy relative to the best compared isomer or geometry (same formula, charge and spin) in kcal/mol
97.0; 80.4; 186.7; 131.4; 120.5; 45.2; 108.8; 47.8; 169.5; 33.2; 114.8; 19.9; 137.4; 57.1; 33.4; 150.4; 76.0; 42.1; 80.0; 77.7
(order as listed above)
Summary of molar mass in Da
85.11; 85.11; 101.10; 101.10; 101.10; 101.10; 101.10; 101.10; 101.10; 101.10; 101.10; 101.10; 101.10; 101.10; 101.10; 101.10; 101.10; 101.10; 101.10; 101.10
(order as listed above)